{
  "formula": "C25H21AuClN3S",
  "method": "the ωB97M-V functional and the def2-TZVPD basis",
  "elements": ["Au", "N", "C", "S", "C", "C", "C", "N", "C", "C", "H", "H", "H", "H", "H", "H", "Cl", "C", "C", "C", "C", "N", "C", "H", "H", "H", "H", "C", "C", "C", "C", "C", "C", "C", "C", "C", "C", "C", "C", "C", "C", "H", "H", "H", "H", "H", "H", "H", "H", "H", "H", "H"],
  "coordinates": [[0.05133, -0.86128, 0.60147], [-3.07319, -7.14299, 0.25494], [-2.42933, -6.48139, -0.71614], [-2.53451, -6.91695, -2.29349], [-1.60911, -5.29991, -0.25184], [-0.71146, -4.70111, -1.12007], [-0.00593, -3.58781, -0.70721], [-0.14641, -3.04574, 0.50828], [-0.98558, -3.63951, 1.35924], [-1.73019, -4.75589, 1.01940], [-3.63064, -7.93772, -0.00987], [-2.92759, -6.96080, 1.23062], [-0.57486, -5.10231, -2.11407], [0.69115, -3.09517, -1.37178], [-1.06756, -3.19466, 2.34125], [-2.40748, -5.15069, 1.76331], [5.25273, 2.24212, 0.45009], [4.60527, 0.66665, 0.12779], [5.20521, -0.16546, -0.79688], [4.64785, -1.41691, -0.99949], [3.52017, -1.76855, -0.27472], [2.93675, -0.95785, 0.60518], [3.47210, 0.24110, 0.80375], [6.07726, 0.16449, -1.34502], [5.08328, -2.10818, -1.70808], [3.06298, -2.74445, -0.40195], [2.97649, 0.89469, 1.51211], [-0.52925, 5.55529, -2.61381], [-0.24068, 4.45538, -3.40897], [-0.05562, 3.20905, -2.82850], [-0.16644, 3.01663, -1.44946], [-0.43481, 4.14168, -0.66096], [-0.61491, 5.38975, -1.23755], [0.02886, 1.63590, -0.92913], [-0.29722, 1.10648, 0.26069], [-1.01496, 1.86932, 1.31707], [-2.36592, 2.18028, 1.16925], [-3.04621, 2.88266, 2.15341], [-2.38873, 3.28931, 3.30760], [-1.04538, 2.97503, 3.47009], [-0.37042, 2.26247, 2.48868], [-0.68031, 6.53065, -3.05908], [-0.15875, 4.56706, -4.48316], [0.17895, 2.35559, -3.45568], [-0.49022, 4.04982, 0.41294], [-0.82054, 6.24292, -0.60247], [0.49774, 0.98103, -1.65874], [-2.87587, 1.87563, 0.26259], [-4.09434, 3.11918, 2.01590], [-2.91811, 3.83959, 4.07469], [-0.52182, 3.28350, 4.36677], [0.67623, 2.01212, 2.62104]],
  "forces_ev_per_a": [[-0.37, -0.07, -0.28], [-0.07, -0.10, -0.04], [0.26, 0.23, 0.16], [-0.04, 0.02, -0.03], [-0.26, -0.28, -0.14], [0.23, 0.05, -0.08], [0.03, -0.08, -0.01], [-0.08, 0.23, 0.05], [0.03, -0.08, 0.02], [0.06, 0.05, 0.17], [0.01, -0.01, 0.03], [0.02, 0.00, 0.01], [-0.03, 0.03, 0.00], [-0.04, 0.04, -0.01], [-0.05, 0.05, -0.02], [-0.03, 0.04, -0.01], [-0.03, -0.05, -0.02], [0.00, 0.10, 0.05], [0.04, 0.00, -0.06], [-0.01, -0.03, -0.02], [0.01, 0.05, 0.04], [0.22, -0.08, 0.01], [-0.10, -0.04, -0.02], [0.01, -0.02, 0.02], [-0.01, 0.00, 0.00], [0.01, 0.00, 0.00], [0.00, 0.00, -0.01], [-0.01, -0.04, 0.01], [0.00, -0.01, 0.03], [-0.01, 0.00, -0.05], [-0.03, -0.11, 0.11], [0.06, 0.00, 0.00], [0.01, -0.01, -0.03], [0.01, 0.25, 0.01], [0.11, 0.01, 0.17], [0.03, -0.13, -0.06], [-0.06, 0.02, 0.01], [0.02, 0.00, -0.01], [0.03, -0.03, -0.04], [0.00, -0.01, -0.03], [0.01, 0.01, 0.04], [0.02, -0.01, 0.00], [0.01, -0.01, 0.01], [-0.03, 0.01, 0.00], [-0.01, 0.01, 0.00], [0.00, -0.01, 0.00], [0.02, 0.02, 0.00], [0.00, 0.00, 0.02], [0.00, 0.00, 0.00], [0.00, 0.00, 0.00], [0.00, 0.00, 0.00], [-0.01, 0.00, 0.01]],
  "nbo_charge": [0.44, -0.75, 0.09, -0.11, -0.07, -0.20, 0.05, -0.48, 0.06, -0.23, 0.42, 0.39, 0.26, 0.22, 0.22, 0.21, 0.02, -0.07, -0.19, -0.24, 0.02, -0.42, 0.02, 0.23, 0.22, 0.19, 0.21, -0.22, -0.21, -0.23, 0.02, -0.23, -0.21, -0.29, -0.29, -0.09, -0.22, -0.19, -0.24, -0.23, -0.17, 0.21, 0.21, 0.20, 0.22, 0.21, 0.19, 0.22, 0.21, 0.21, 0.21, 0.20],
  "energy_ev": -57785.3625,
  "fmax_ev_per_a": 0.471,
  "e_homo_ev": -7.4,
  "homo_lumo_gap_ev": 6.32
}